1.
This record from the Open Molecules 2025 dataset describes a structure of composition C13H5F8I2NRbS2 in a non-equilibrium geometry. The level of theory is ωB97M-V/def2-TZVPD.

Each line ends with the Löwdin charge.
Element x y z (Å)
I: -10.879822 -14.982501 -10.539271  0.682
I: -7.369096 -16.752583 -11.041220  0.700
Rb: -7.920284 -13.165232 -10.400884  0.445
S: -7.161324 -12.733564 -13.910776  0.508
S: -7.443025 -11.016991 -7.896027  0.426
F: -5.264867 -9.709657 -14.093321  0.093
F: -6.095632 -10.700856 -15.882332  0.086
F: -6.465425 -11.431490 -2.853619  0.092
F: -6.473175 -8.540717 -15.483479  0.047
F: -7.959359 -15.344809 -5.139246  0.086
F: -7.356389 -14.012791 -2.725424  0.077
F: -6.701411 -9.969932 -5.190570  0.020
F: -8.091784 -14.001927 -7.413298  -0.052
N: -9.029422 -11.371495 -12.589142  -0.062
C: -7.787051 -13.270598 -6.258531  -0.207
C: -7.377748 -13.362656 -3.910135  -0.153
C: -7.399685 -11.919660 -6.417821  -0.647
C: -9.527227 -9.053028 -12.999673  -0.098
C: -7.630549 -10.039454 -14.104194  -0.124
C: -6.372461 -9.805111 -14.902811  -0.540
C: -6.957895 -12.020811 -3.954813  -0.148
C: -8.423241 -8.901094 -13.843797  -0.033
C: -9.679721 -10.254441 -12.288741  -0.177
C: -9.545628 -16.750143 -10.773018  -1.032
C: -7.054853 -11.303237 -5.165210  -0.203
C: -7.764048 -14.006530 -5.078831  -0.155
C: -8.003342 -11.353760 -13.480972  -0.835
H: -8.173463 -7.910974 -14.282353  0.122
H: -10.198153 -8.231073 -12.741722  0.087
H: -9.601042 -17.345551 -9.867868  -0.057
H: -10.504074 -10.342142 -11.582186  0.100
H: -9.943542 -17.227627 -11.678524  -0.046

Atoms 1-2, force components in eV/Å:
0.96 -1.07 -0.09
-0.91 0.47 -0.02

Net charge ... -1
Molar mass ... 730.6 g/mol
Orbital gap ... 5.2 eV

---

2.
This record from the Open Molecules 2025 dataset describes a cluster of 31 separate species, C13H73NO36 in total in a non-equilibrium geometry. The level of theory is ωB97M-V/def2-TZVPD.

Each line ends with the Löwdin charge.
Element x y z (Å)
O: 3.060379 2.572421 -2.462333  -0.051
O: -7.744285 -3.064733 -7.828272  -0.064
O: -7.105799 -2.713070 1.628646  -0.062
O: 2.447396 -2.570044 3.718707  -0.063
O: 3.661777 -0.895533 -0.643573  0.005
O: 3.079875 2.113480 -5.645815  -0.042
O: 4.146978 -2.350396 -3.440017  -0.045
O: 4.490981 -0.773852 1.993723  -0.062
O: 2.096240 -3.846928 -6.145741  -0.072
O: 4.028992 2.131698 1.522638  -0.056
O: 6.854678 -1.744641 -4.702446  -0.064
O: -8.294684 -2.453052 4.117355  -0.059
O: -5.604907 -3.249864 -5.465141  -0.059
O: 7.500669 -0.697506 2.440752  -0.043
O: 0.723378 3.201609 -4.326652  -0.048
O: -4.545908 0.481250 4.503079  -0.043
O: -0.530274 -2.890309 -1.054005  -0.043
O: 0.524615 -1.749660 -7.679084  -0.052
O: -2.829331 -0.519142 -3.733923  -0.026
O: -4.607248 -3.610254 3.345924  -0.044
O: -0.349358 -0.263330 3.258771  0.099
O: 0.441961 -4.336458 -3.576832  -0.048
O: -2.674015 2.498016 5.691757  -0.057
O: 6.912311 0.016259 -1.113119  -0.040
O: -3.668777 4.516840 8.221228  -0.063
O: -2.895778 0.998184 -0.347947  0.116
O: -4.237526 -1.003547 1.997148  -0.065
O: 5.709516 3.639806 4.851068  -0.065
O: 2.188476 -0.144325 -3.035441  -0.004
O: -3.335899 3.276251 3.222307  -0.047
O: -3.412478 -2.735147 -3.596101  0.086
O: 3.650130 5.099141 6.809309  -0.042
O: -0.606070 2.574445 7.664728  -0.068
O: 5.948300 3.131026 -1.987629  -0.047
O: 0.923826 3.603129 -0.639583  -0.041
O: 0.977357 4.355945 5.657738  -0.076
N: -1.833922 0.668951 1.696437  0.162
C: -3.584749 -1.593904 -3.234950  -0.439
C: 1.733390 -0.445194 0.842043  0.066
C: -0.598180 0.092886 2.132370  -0.365
C: -1.892226 0.708145 0.242120  -0.345
C: -1.508304 -0.696473 -3.160924  -0.152
C: -0.799052 0.682724 -2.799646  -0.052
C: 0.355502 -0.029550 0.919227  -0.044
C: -0.468250 0.349347 -0.239488  -0.024
C: 0.138573 0.314775 -1.563634  -0.040
C: -4.661374 -1.315327 -2.135702  -0.108
C: 2.336192 -0.469543 -0.502629  -0.163
C: 1.588190 -0.100353 -1.734060  -0.108
C: -4.348259 -2.100358 -0.792030  -0.076
H: -4.830585 -2.970699 -4.955802  -0.007
H: 3.507446 6.001954 6.499320  0.063
H: 4.573847 -3.213138 -3.512111  0.066
H: 6.118884 -0.366840 -1.503719  0.017
H: 0.661469 3.822308 6.400257  -0.003
H: 2.278302 -0.733729 1.765683  0.101
H: 7.497280 -1.026386 -4.711121  0.034
H: 1.569481 3.105424 -1.157569  -0.019
H: 4.465654 1.417141 2.004725  0.012
H: -3.809287 0.382295 3.885592  0.020
H: 8.144020 -1.185999 1.916078  0.042
H: 1.305152 3.632804 0.246291  0.045
H: 6.803858 2.698784 -1.875841  0.039
H: -0.836070 -1.370410 -3.758014  0.132
H: -5.290625 -3.267498 -6.376954  0.039
H: 3.242705 1.713340 1.153216  0.000
H: 1.292186 -3.309973 -6.148963  0.004
H: -7.371174 -3.477332 2.153105  0.033
H: 6.097631 -1.379930 -4.226086  -0.004
H: 7.890481 -0.670573 3.322386  0.052
H: 3.805626 -1.165975 -1.579275  0.079
H: -2.229777 2.615022 4.842664  0.037
H: -3.023631 5.231770 8.238479  0.034
H: 3.473420 2.158385 -4.762969  0.022
H: 4.783492 -0.830109 1.074590  0.024
H: -7.544764 -1.862246 3.983172  0.026
H: 2.054542 0.707359 -3.496163  0.071
H: -0.373669 -3.812942 -1.294374  0.040
H: -4.498545 -1.773030 2.524784  0.016
H: 1.842876 -4.644493 -5.665258  0.025
H: 1.934134 4.383003 5.784744  -0.010
H: -8.634773 -2.211011 4.986567  0.048
H: 3.726651 1.624826 -6.167618  0.057
H: -1.536547 1.441869 -2.419035  0.130
H: 0.919745 -2.294211 -8.370435  0.046
H: -5.012136 -0.428414 2.022598  0.072
H: -2.674327 0.150144 2.003521  0.097
H: -1.422360 2.509272 7.139466  -0.006
H: 7.314493 -0.713542 -0.630370  0.036
H: 0.192118 -2.682057 -0.447170  0.039
H: -5.664498 -1.659873 -2.514362  0.123
H: -7.876788 -2.135070 1.654042  0.038
H: 3.096196 -1.978253 4.115526  0.031
H: 3.925732 2.152391 -2.350328  0.047
H: 1.114593 3.228954 -3.446996  0.003
H: -0.215013 1.074620 -3.671998  0.095
H: -4.810673 -0.424667 4.697037  0.046
H: 6.368585 4.340432 4.806891  0.029
H: 0.962600 -3.583954 -3.270561  0.028
H: -7.923068 -2.156934 -8.096471  0.033
H: -3.119388 3.820205 2.455793  0.057
H: 1.367841 2.708769 -4.851390  -0.008
H: -0.202018 1.704460 7.576603  0.042
H: -4.510958 -4.542671 3.121160  0.061
H: -5.348484 -2.404584 -0.371286  0.067
H: -0.444540 -3.971198 -3.701496  0.042
H: -1.658617 -1.215090 -2.151396  0.105
H: 3.197605 3.470565 -2.133747  0.070
H: 1.125625 -1.000085 -7.599711  0.041
H: 6.091225 4.025826 -1.659455  0.051
H: 3.368627 -2.425324 -4.008690  0.037
H: -7.492025 -2.988785 -6.898430  0.010
H: -3.258945 1.742616 5.547084  0.019
H: -3.842008 -3.425569 3.904914  0.054
H: 3.955797 5.208336 7.717024  0.061
H: 1.598599 -2.153321 3.915501  0.021
H: -4.705574 -0.205009 -1.955229  0.111
H: -4.216255 2.934835 3.026902  0.046
H: -3.731616 -3.019912 -0.965430  0.083
H: 4.983419 4.031724 5.354289  -0.005
H: -3.865388 -1.450094 -0.026866  0.033
H: -3.344780 3.926747 7.528057  0.000
H: 5.283940 -0.499087 2.474271  0.025

Atoms 1-2, force components in eV/Å:
0.03 0.02 -0.13
0.06 0.17 0.13

Net charge ... 0
Molar mass ... 819.7 g/mol
Orbital gap ... 8.8 eV

---

3.
This record from the Open Molecules 2025 dataset describes a structure of composition C13H8FIrNO4 in a non-equilibrium geometry. The level of theory is ωB97M-V/def2-TZVPD.

Each line ends with the Löwdin charge.
Element x y z (Å)
Ir: 0.998706 0.661761 -0.082555  1.559
F: -1.142009 1.321850 -5.425048  0.201
O: -1.480485 2.782580 2.106792  0.231
O: 2.387695 -2.949070 1.342271  0.260
O: 0.125616 2.219955 0.644970  -0.162
O: 2.183746 -1.113575 0.086139  -0.013
N: 0.302489 -0.148662 1.521134  -0.025
C: 1.838786 -1.826283 1.043741  -0.404
C: 0.635273 1.683343 -2.373674  -0.060
C: -0.800564 -1.250776 3.729459  0.064
C: -0.883246 -0.292790 -2.265902  -0.009
C: -1.205248 0.008159 3.313192  0.097
C: -1.297963 -0.026710 -3.539807  0.072
C: -0.739536 1.077495 -4.214410  -0.196
C: -0.605944 0.557995 2.188743  -0.102
C: 0.079542 0.561191 -1.691263  -0.287
C: 0.212968 -1.939660 3.045009  0.092
C: 0.227090 1.930430 -3.654114  0.071
C: -0.749727 1.973905 1.648509  -0.483
C: 0.744369 -1.356024 1.924193  -0.126
H: -1.253055 -1.701796 4.603137  0.146
H: 1.380428 2.341156 -1.914900  0.134
H: -1.276326 -1.135329 -1.713510  0.131
H: -1.957858 0.584099 3.836723  0.157
H: 0.579149 -2.898634 3.386665  0.153
H: 3.116002 -3.187706 0.737109  0.193
H: 0.618273 2.754399 -4.235535  0.155
H: -2.038171 -0.631303 -4.047067  0.152

Atoms 1-2, force components in eV/Å:
1.25 0.67 0.78
-0.01 0.01 -0.03

Multiplicity ... 2
<S²> ... 0.77
Net charge ... +2
Molar mass ... 453.4 g/mol
Orbital gap (spin up / spin down) ... 7.3 / 6.8 eV

---

Number 1: E -2767.9992 hartree. Number 2: E -3302.5311 hartree. Number 3: E -1059.4219 hartree.